Here is 9 unconnected molecules or ions with the total composition C72H160N8O4P at a distorted geometry from the OMol25 dataset. Energies are from ωB97M-V/def2-TZVPD.

Geometry as XYZ:
```
245
Properties=species:S:1:pos:R:3:forces:R:3:mulliken_charge:R:1
P -0.240465 -0.564323 2.304890 -0.888 -2.596 1.233 -0.65
O -0.180856 -2.110237 2.727406 0.477 1.371 -0.091 -0.16
O -0.330096 0.266224 3.658530 0.592 -0.231 -1.896 -0.14
O 0.970961 -0.273454 1.377948 0.059 0.897 0.357 0.37
O -1.572806 -0.423196 1.510897 0.073 0.716 -0.306 -1.64
N 8.742119 2.726149 -10.459398 -0.637 -0.195 1.868 0.08
N -2.571889 2.769783 2.319711 1.258 1.041 0.086 1.73
N 3.349992 -2.762658 1.550053 -0.102 0.124 -0.115 0.99
N 2.730557 3.145968 1.679030 -0.808 0.731 -0.776 0.53
N -1.025380 -1.085319 -1.889573 -0.637 -1.081 -0.305 0.79
N 0.145626 -0.231950 6.741456 1.987 -1.518 -0.995 0.98
N -8.748020 -0.239504 -1.726935 -1.278 -0.206 3.100 0.44
N -2.898130 -3.804418 3.323261 0.822 2.146 -1.180 0.95
C 1.523488 -5.354649 -0.686458 -0.175 0.368 -0.039 -0.40
C 0.499566 -1.607386 6.110888 -0.033 0.603 1.115 -1.45
C -1.623436 2.881900 3.469960 1.446 0.284 -0.905 -0.29
C 2.272340 -4.027745 -0.403225 -0.568 0.135 1.291 -0.67
C -3.623017 -4.632839 1.038204 0.637 -0.003 1.600 -0.55
C 1.138665 0.709344 6.117382 0.389 0.947 0.009 -0.95
C -4.745845 -4.884191 2.083336 0.794 -1.183 0.170 -0.84
C 5.331174 -3.094394 2.859072 0.870 -0.803 0.134 -1.07
C 2.090092 -3.494475 1.072441 1.027 -0.955 -1.008 1.76
C -6.802784 1.257553 4.529892 0.053 -0.095 0.548 -1.59
C 10.375333 4.449156 -10.993300 0.173 -1.306 0.183 -0.61
C 1.408635 4.769427 2.938914 0.518 -1.203 -0.162 -0.43
C 2.159629 -6.590752 -0.018714 -0.462 1.081 -0.765 -1.30
C -7.184548 4.192991 -3.652676 -0.965 0.042 0.215 -1.27
C -4.155229 -4.580610 3.470510 -1.247 1.582 0.327 -0.75
C 3.384800 1.832716 1.755335 0.961 -1.031 -0.198 -0.97
C -1.253907 -3.170582 -5.967893 -0.501 -1.828 0.549 -1.22
C -1.813708 2.715003 0.986439 -1.231 0.382 -0.389 0.17
C 3.269968 1.953835 6.149926 0.593 -0.490 0.421 0.10
C 2.354563 3.880037 -2.153612 -0.314 -0.289 -0.543 0.07
C 0.048948 1.033832 -2.297291 -0.806 -1.727 0.140 1.60
C -0.412098 -6.602614 3.998134 0.401 0.756 1.925 -1.08
C 9.244437 4.128933 -9.991784 -0.884 0.450 -1.129 -0.48
C -7.887794 2.019330 -2.451926 -1.264 -0.176 -1.667 -0.29
C -1.102148 -2.275433 -0.958605 0.213 0.652 -0.138 0.05
C -3.280178 4.096598 2.180178 0.385 0.065 -1.625 -0.99
C 2.553964 0.749941 6.739371 -0.948 -1.473 -0.857 -0.53
C -2.889825 -2.420803 3.985846 -0.083 -0.777 1.406 -1.24
C -1.136562 -1.478073 -3.347818 0.288 -1.266 0.316 -0.72
C 8.038065 2.055699 -9.284401 -0.289 0.878 -0.276 -1.01
C 6.291130 -1.177913 -8.183413 0.132 0.651 -1.071 -1.41
C -7.001997 2.666505 -3.561602 -0.992 0.109 -0.055 -0.44
C -2.058565 -0.041175 -1.592758 0.330 -0.681 -3.760 -0.18
C 1.773399 5.267878 -2.143456 -0.243 1.124 -1.687 -1.38
C -5.739626 1.052681 3.450525 -0.148 -1.106 1.281 -0.28
C -0.028497 -2.774322 -5.179532 0.420 0.152 -0.288 -0.74
C -8.496205 -1.727100 -1.687912 -0.810 -0.276 -0.773 -0.59
C 3.715891 -1.697287 0.595522 2.113 -0.398 -0.823 -0.98
C 2.642941 5.494452 2.321144 -0.363 -0.382 1.694 -1.23
C -1.499016 4.156376 0.608925 1.537 0.550 -0.018 0.48
C 4.283323 -2.448728 3.760135 0.142 0.227 1.173 -0.16
C 10.752006 3.069771 -11.654838 -0.184 1.220 1.009 -0.76
C -1.465742 -5.809694 3.254969 0.927 -1.674 -1.822 0.19
C 2.044346 3.320689 0.315830 2.281 -0.081 -0.512 -0.64
C 7.871265 2.729814 -11.638833 -0.541 2.699 0.161 -0.98
C -3.497139 1.621503 2.506654 -0.589 -0.126 -0.126 -0.09
C -9.785346 -2.364852 -1.211566 -0.458 -0.583 1.353 -0.71
C -10.911560 -1.407657 -1.587532 -0.897 0.330 -0.949 -0.53
C 1.741328 3.249337 2.794283 -0.012 -0.006 0.789 0.93
C -10.222768 -0.114038 -2.105190 0.381 -1.134 -0.196 -0.59
C 9.984711 2.044724 -10.814333 1.226 0.175 -0.937 -0.47
C 0.979163 -5.956183 4.085178 1.050 -0.394 -0.029 -0.14
C -4.440700 1.775955 3.700871 0.356 0.759 0.238 -0.33
C 7.566172 0.630565 -9.497557 -0.949 -0.645 1.307 -0.44
C -0.429917 1.064137 8.627175 -1.387 -1.639 -0.108 -0.84
C -1.252457 0.142879 6.503640 -0.816 1.693 -1.077 0.02
C 3.100243 -2.061438 2.913730 0.009 -0.028 -0.938 1.80
C -1.483932 1.141892 -2.411040 -1.262 1.307 0.530 -1.09
C -0.281547 -2.765080 -3.685252 0.596 1.266 0.594 -0.09
C 3.081724 3.467351 -0.872419 -0.465 0.022 0.925 -0.64
C 0.187769 -0.272591 8.199345 0.260 0.454 1.426 -0.90
C -2.787253 -3.539089 1.816401 -0.223 -1.410 -0.830 0.46
C -1.696584 -4.512257 3.919622 -1.512 0.471 0.695 -0.22
C 4.533615 -3.693385 1.687563 0.311 1.290 0.228 -0.73
C -7.852625 0.481658 -2.634265 0.086 0.783 -0.977 -0.89
C 4.524205 2.388178 6.911736 -1.014 1.264 -1.665 -1.58
C -8.637475 0.192706 -0.251903 -1.029 1.000 -0.811 -1.54
C 0.247718 -0.398352 -1.738082 1.912 0.263 0.341 0.35
C -1.637834 1.122591 7.660882 0.774 -0.150 -0.592 -0.68
C 3.573619 4.363369 1.995769 0.461 -1.150 0.377 -0.64
C 7.075685 0.123287 -8.072343 1.222 -0.453 -0.819 -0.45
C -2.314494 5.091660 1.536457 1.019 -2.304 0.514 -1.42
H -1.744072 -3.534333 1.573413 0.560 0.368 -0.041 -1.16
H 6.086585 -2.343052 2.489342 -0.772 -0.846 0.365 0.35
H 1.011280 -1.020404 -2.269063 -0.470 0.790 0.450 0.58
H -3.722081 -1.855520 3.621014 -0.419 0.330 -0.538 0.85
H 10.145128 5.176896 -11.730143 -0.836 0.546 -0.661 0.32
H 4.305073 4.513678 1.237442 0.506 0.234 -0.442 0.62
H 3.208326 -6.559885 -0.274094 0.446 -0.495 0.257 0.38
H 5.233559 1.608140 6.882845 0.947 -0.846 0.069 0.37
H -6.491240 1.093365 5.569294 0.300 -0.266 -0.336 0.33
H -3.900385 -5.438072 4.019230 0.101 -1.303 0.549 0.45
H -10.671884 0.787741 -1.712961 0.202 0.286 -0.152 0.38
H 4.948254 3.293031 6.420296 -0.124 -0.591 0.513 0.40
H -7.137509 2.271682 4.523137 -0.193 0.925 -0.100 0.42
H -8.874157 1.260472 -0.109747 0.004 -0.544 -0.388 0.30
H -7.693125 -1.912631 -0.980793 0.443 -0.142 -0.627 0.42
H 1.681413 -7.441587 -0.462309 0.066 -0.696 -0.210 0.51
H 0.939603 -4.879582 4.329989 0.065 -0.467 0.169 -0.10
H -7.137647 2.161386 -4.536879 -0.254 0.369 0.373 0.37
H 4.559579 -1.087459 0.996491 -0.693 -0.476 0.042 0.43
H 1.470444 3.256868 -2.364743 0.616 -0.330 0.198 -0.23
H -2.205049 -1.716562 -3.455441 0.360 0.406 -0.562 0.49
H 11.290076 4.833971 -10.593997 0.221 0.252 1.058 0.36
H 3.099315 6.109817 3.094313 0.161 0.177 -0.212 0.43
H -0.936311 2.111827 0.967328 0.412 -0.895 0.739 -0.14
H -1.802670 2.125227 7.270886 -0.137 -0.002 0.106 0.26
H 7.700127 1.785305 -12.025376 0.108 -2.054 -0.513 0.40
H -1.348882 -1.820582 0.028043 0.682 -0.476 -0.117 -0.74
H 3.906335 1.689297 2.721620 -0.209 0.463 -0.443 0.37
H -2.067629 0.108655 -0.571399 -0.029 0.318 2.372 -0.16
H 3.946145 -3.131832 4.561493 0.351 0.182 -0.363 0.45
H 10.444826 3.091790 -12.688756 0.122 -0.397 -0.297 0.37
H -1.906220 -1.919880 3.779130 -0.760 -0.602 0.023 -0.25
H 2.522089 6.064559 -2.016076 -0.287 -0.234 0.330 0.35
H -5.516884 -0.014614 3.367998 -0.129 -0.112 -0.275 -0.05
H -0.715299 -3.705726 -3.405303 -0.888 -0.288 0.318 0.29
H 1.559192 -5.461864 -1.787140 -0.157 -0.239 0.489 0.48
H 2.358321 6.137383 1.513043 -0.024 0.170 -0.587 0.44
H 0.280753 -1.766339 -5.435517 0.329 0.155 -0.379 0.36
H 0.151275 -2.375909 6.807477 -0.393 0.050 -0.409 0.36
H -7.669019 0.010621 0.108738 1.519 -0.228 0.222 0.71
H -1.885436 1.210958 -3.454265 0.388 -0.097 0.997 0.33
H -5.062620 -5.933164 2.129741 -0.168 0.279 -0.372 0.41
H 1.306688 -2.786051 1.247202 -0.857 0.242 -0.003 -0.53
H 0.183716 1.910987 8.579707 1.166 1.056 -0.243 0.29
H 8.388142 3.335470 -12.364752 -0.225 0.168 -0.484 0.45
H -3.597318 4.507894 3.076896 -0.817 0.120 1.918 0.54
H 2.306315 0.792145 7.803842 1.082 0.358 0.051 0.57
H -1.400207 -4.271517 -5.822525 0.144 0.668 -0.169 0.31
H -1.902876 -2.944231 -1.271876 -0.011 0.059 -0.210 0.50
H 2.125772 -2.405645 3.211217 -0.421 -0.163 0.495 -0.82
H 3.697968 2.580489 -1.025916 -0.265 -0.154 0.034 0.42
H -0.119610 -2.778307 -1.076319 -0.804 0.170 0.663 -0.32
H 0.827465 1.744505 6.193853 -0.878 0.158 0.578 0.63
H -1.824180 -0.759844 6.511284 -0.413 -0.619 0.141 0.46
H -7.462473 2.305099 -1.500568 -0.106 0.062 0.361 0.30
H 3.296904 -4.381495 -0.428789 0.495 0.532 -0.637 0.73
H 0.384707 1.744027 -1.584737 0.469 0.486 0.582 -2.21
H 1.973538 -6.662621 1.045967 0.226 0.207 0.248 0.12
H -4.056094 -4.209877 0.148550 -0.053 0.275 -0.388 0.55
H -3.914925 1.366128 4.576810 -0.427 0.291 0.043 0.19
H 6.474394 0.845415 -7.549702 -0.400 0.638 -0.043 0.37
H 7.980999 0.007132 -7.419229 -0.627 -0.112 -0.636 0.33
H 2.328770 2.989644 3.720089 -0.677 -0.076 -0.953 -0.74
H 0.975544 2.467915 2.635098 0.116 0.576 0.178 0.01
H -11.533237 -1.811988 -2.431354 0.492 0.361 0.897 0.34
H 1.549899 -6.534032 4.879654 -0.471 0.967 -0.950 0.45
H -11.592433 -1.226991 -0.733394 0.398 0.031 -0.565 0.32
H -1.132904 3.860329 3.461579 -0.337 -0.127 -0.026 0.36
H 2.986238 -0.973899 2.763840 0.070 -0.640 -0.299 -1.25
H -1.670397 4.327198 -0.457354 -0.348 0.038 0.149 0.71
H -7.709519 0.674948 4.382683 0.122 -0.288 -0.203 0.42
H -6.414550 4.748540 -4.197854 -0.166 -0.456 -0.148 0.38
H 0.907736 5.396507 -1.497730 0.150 0.086 0.415 0.20
H 10.447760 1.829743 -9.876296 0.735 -0.231 0.497 0.43
H -4.838340 -3.995585 4.121397 0.294 -0.303 -0.491 0.42
H 5.300858 -1.021455 -8.630010 0.279 -0.060 0.025 0.34
H -2.361061 -6.449569 3.069184 0.380 0.601 0.613 0.49
H 4.123770 1.695262 0.926583 -0.699 0.243 0.712 0.62
H -7.212753 4.636094 -2.652190 0.140 -0.138 0.070 0.32
H 6.728517 0.572003 -10.213713 0.154 0.280 0.354 0.42
H 8.695684 2.209809 -8.406755 -0.235 -0.465 -0.502 0.33
H 9.825529 1.132372 -11.366023 -0.342 -0.336 0.038 0.43
H -3.117998 -2.579884 5.080293 0.569 0.035 -0.989 0.44
H -0.867403 2.096238 3.442479 -0.100 -0.399 -0.447 -0.84
H 2.583739 1.071189 1.709106 0.124 0.103 -0.259 0.03
H -5.594399 -4.271752 1.839253 -0.405 0.290 0.151 0.29
H -0.860532 -3.801332 3.947350 -0.230 -0.221 -0.528 -0.44
H 0.550939 5.103224 2.416889 -1.045 -0.017 -0.585 -0.23
H -2.815021 5.817341 0.978490 -0.886 1.257 -0.634 0.57
H -2.156902 -2.764700 -5.517851 -0.209 0.496 -0.545 0.30
H 6.879739 3.152663 -11.439857 0.389 0.209 0.248 0.33
H -2.056613 -4.666597 4.952103 0.411 -0.155 -0.134 0.63
H 0.607075 1.152924 -3.205248 -0.002 0.322 -0.596 0.76
H 0.477444 -5.341371 -0.376199 -0.214 0.370 -0.176 0.12
H 9.505912 4.093328 -8.926150 0.253 -0.406 -0.482 0.36
H -4.109285 3.921388 1.517485 -0.531 -0.105 -0.182 0.54
H -6.012637 2.414848 -3.269768 1.272 -0.047 0.183 0.23
H -4.079209 1.604176 1.595087 -0.324 0.045 -0.377 0.72
H 1.583150 -6.023280 3.136274 -0.696 -0.120 0.770 -0.30
H -9.765948 -2.459897 -0.106138 0.017 -0.133 -0.596 0.27
H -2.514882 2.270413 0.267142 0.062 0.075 0.333 -0.20
H 1.584818 -1.723586 6.078743 -0.100 0.335 0.034 0.33
H -2.506496 0.791606 8.216008 -0.323 -0.045 -0.284 0.50
H -1.055798 -5.700592 2.232288 -0.187 0.468 0.207 -0.28
H -0.834407 1.002278 9.623913 0.257 -0.059 0.493 0.54
H -0.731922 -6.678188 5.063586 -0.025 -0.215 -0.595 0.34
H 2.517851 2.703130 6.014167 -0.199 1.116 0.289 0.46
H -1.309903 0.561322 5.472531 -0.004 -0.345 0.705 -0.54
H 1.192815 4.912127 3.992435 0.362 0.504 0.140 0.85
H 0.109056 -1.614098 5.100447 -0.251 -0.151 -0.245 0.84
H 3.592611 1.731733 5.145179 0.014 -0.465 -0.624 -0.30
H -9.961750 -3.384660 -1.601410 0.371 0.596 0.069 0.40
H -8.381339 -2.046355 -2.727287 0.823 0.072 0.186 0.46
H 3.134700 -0.174763 6.497299 -0.423 0.561 0.534 0.25
H 4.062511 4.005021 2.898093 0.429 0.406 0.115 0.54
H 2.997400 3.792718 -3.053334 -0.074 -0.102 0.708 0.55
H 1.287405 2.569324 0.169690 0.009 -0.631 0.170 0.01
H 4.139636 -2.153341 -0.338860 -0.848 0.453 0.691 0.34
H 5.866313 -3.885554 3.450514 -0.250 0.768 -0.842 0.44
H -9.314891 -0.388362 0.361495 -0.276 -0.130 -0.251 0.49
H 7.135467 2.688610 -9.118549 0.594 -0.390 0.006 0.41
H 3.783995 4.265173 -0.565366 -0.330 -0.266 -0.461 0.31
H 1.015329 0.547091 5.059606 0.408 -0.490 -0.598 0.05
H -0.506994 -1.049374 8.462050 -0.365 -0.436 0.314 0.63
H 2.852216 -1.103642 0.476334 -0.992 0.853 -0.431 -0.08
H 5.067392 -3.686887 0.747171 0.277 0.152 -0.095 0.37
H 4.261573 2.605788 7.906712 -0.050 0.409 1.361 0.41
H -2.090555 2.708458 4.392678 -1.197 0.153 1.123 0.48
H -0.768611 -0.581694 -3.924404 -0.716 -1.279 0.301 0.30
H 0.499863 -0.368910 -0.671599 -0.034 -0.037 0.116 -0.76
H 11.830171 3.019488 -11.572450 0.063 -0.707 -0.259 0.37
H -0.275657 -7.601799 3.654999 -0.255 -0.758 -0.485 0.47
H 1.142174 -0.574586 8.628075 0.102 0.263 -0.262 0.60
H 6.814720 -1.953567 -8.721563 0.237 -0.022 -0.606 0.36
H -3.005701 -0.439702 -2.002607 0.261 0.420 0.478 0.43
H 1.966534 -4.396020 1.705126 0.070 0.778 0.013 -1.34
H 0.642438 -2.745872 -3.052663 -0.361 0.162 -0.924 -0.03
H 2.052373 -3.228938 -1.158466 0.400 -0.740 0.591 0.01
H -1.721838 5.560381 2.327865 0.065 0.072 -0.393 0.38
H -6.845964 0.137025 -2.417210 0.195 -0.215 -0.160 0.35
H 4.160450 -4.682583 1.767673 -0.304 -0.954 0.815 0.64
H -3.219986 -2.565674 1.615785 0.160 0.193 0.153 0.34
H -6.168320 1.399776 2.539718 -0.245 0.166 -1.040 0.37
H 0.754136 -3.471823 -5.471847 0.323 0.155 0.265 0.41
H -8.972638 2.369867 -2.517587 1.406 -0.248 0.107 0.32
H -2.913842 0.688409 2.486437 0.238 0.247 0.145 -0.64
H -3.059893 -5.549645 0.711197 -0.400 0.900 0.704 0.31
H 1.355894 5.448570 -3.172818 0.334 -0.058 0.878 0.45
H -4.739656 2.835120 3.890714 0.610 -0.608 -0.006 0.34
H -10.119633 -0.126407 -3.184299 -0.809 0.266 -0.227 0.38
H -8.152464 0.164542 -3.689058 0.532 0.500 1.338 0.36
H 1.587766 4.266891 0.361230 -0.793 1.133 0.212 0.24
H 6.178653 -1.607465 -7.242091 -0.522 -0.571 1.861 0.43
H -1.165735 -3.047607 -7.046440 -0.162 0.434 0.168 0.40
H 8.377180 4.812466 -10.055479 0.420 -0.315 -0.123 0.37
H -8.188818 4.433963 -4.069918 0.768 -0.152 0.005 0.32
H -0.399059 4.313395 0.704691 -0.880 0.069 0.138 -0.87
H -1.819971 2.036199 -1.838213 0.150 -0.220 -0.864 0.56
H 8.263371 -0.132984 -9.853717 0.468 0.524 0.071 0.35
H 4.730985 -1.568566 4.247499 -0.270 -0.306 -0.004 0.26
```
Forces are in eV/Å.

Calculated values
- LUMO level (eV) = -8.370
- total charge = +5
- HOMO level (Ha) = -0.56833
- orbital gap (Eh) = 0.2607